159
Properties=species:S:1:pos:R:3:forces:R:3 method="wB97M-V/def2-TZVPD" e_lumo_ev=-0.007 smiles=CC1(C)CCCC(C)(C)N1O.CC1(C)CCCC(C)(C)N1O.CC1(C)CCCC(C)(C)N1O.CC1(C)CCCC(C)(C)N1O.CCO.CCO.CCO.O.O.O.O de_lowest_ev=0.000 e_homo_ev=-8.23
C 2.1012 -2.3752 4.2265 -0.4 0.3 -0.7
C 2.5458 -3.6861 4.8341 0.2 0.7 0.3
O 3.8493 -3.4741 5.3857 0.3 0.0 -0.3
H 1.2581 -2.5236 3.5468 -0.1 -0.2 0.2
H 2.8702 -1.9470 3.5780 0.2 -0.1 0.2
H 1.7846 -1.6172 4.9418 0.2 -0.1 0.2
H 2.5757 -4.4336 4.0380 0.0 -0.3 0.3
H 1.8935 -3.9414 5.6722 -0.3 -0.4 -0.4
H 4.0927 -4.1931 5.9743 -0.1 0.0 0.0
C 3.3451 8.3568 0.7130 0.6 -0.8 -0.9
C 4.1574 7.0885 0.9424 -0.3 -0.4 1.3
O 4.1246 6.6553 2.3057 0.1 0.0 0.1
H 3.5092 8.5455 -0.3542 -0.4 0.5 0.1
H 3.7222 9.1891 1.3005 -0.1 0.0 0.1
H 2.2868 8.1749 0.8885 0.0 0.1 0.1
H 5.2160 7.2385 0.7292 -0.1 0.1 -0.2
H 3.7806 6.2450 0.3530 0.1 0.3 -0.5
H 3.2146 6.3991 2.5305 0.1 0.2 -0.3
C 4.8973 0.8039 4.7355 -0.6 0.1 -1.0
C 5.3258 -0.1400 5.8314 0.7 -0.5 0.2
O 4.3423 -0.9366 6.4837 -0.3 0.3 -0.8
H 5.6997 1.4702 4.4095 0.1 0.2 0.6
H 4.0099 1.3846 4.9951 0.1 0.1 0.1
H 4.6873 0.3058 3.7795 -0.4 -0.4 0.3
H 5.8213 0.4474 6.6066 0.1 -0.2 0.1
H 6.0392 -0.8453 5.3871 0.4 0.3 0.2
H 4.1951 -1.7112 5.9050 -0.1 0.2 0.6
O -1.6147 5.7332 -3.1067 0.0 0.0 0.0
H -1.5109 5.1742 -2.3286 -0.1 0.0 -0.1
H -2.4401 6.2059 -2.9578 0.1 0.0 0.0
O 1.5697 6.0468 3.3463 0.0 -0.4 0.4
H 0.7709 5.4824 3.4632 0.2 0.4 -0.3
H 2.1583 5.7917 4.0685 -0.2 0.1 0.0
O -0.7870 4.7008 3.2711 -0.4 -0.6 0.2
H -1.7028 4.9926 3.2344 0.1 0.1 0.1
H -0.7754 3.8182 2.8450 0.2 0.6 0.2
O -4.1310 3.4740 -0.6280 0.0 0.1 0.1
H -3.9470 3.3850 0.3145 0.0 0.0 -0.1
H -4.6840 4.2604 -0.6955 0.0 -0.1 0.0
C -2.3729 -2.6517 -4.1722 -0.2 0.0 -0.1
C -3.6407 -2.1272 -4.8941 1.0 -1.6 -0.8
C -4.9078 -2.5086 -4.1646 -0.2 0.4 0.3
C -5.1737 -1.6710 -2.9544 0.6 1.0 1.5
C -5.1898 -0.1507 -3.2803 -0.2 -2.6 -1.3
C -3.9529 0.2722 -4.1292 0.1 1.2 1.0
N -3.6266 -0.6854 -5.2009 -1.2 -0.8 0.5
O -2.4264 -0.3453 -5.8714 -0.2 0.2 0.1
C -4.4103 1.5892 -4.7780 1.4 0.2 -0.7
C -2.7619 0.5720 -3.2072 0.6 0.5 0.3
C -3.6604 -2.9082 -6.2236 -1.1 0.2 -0.6
H -2.3658 -2.3295 -3.1305 0.7 0.5 -0.2
H -1.5645 -2.3959 -4.8593 0.5 0.7 0.9
H -2.2241 -3.7347 -4.0928 -0.9 -0.2 -0.3
H -5.7806 -2.3482 -4.8082 0.1 -0.3 -0.2
H -4.8483 -3.5572 -3.8686 0.0 -0.1 -0.3
H -4.4346 -1.7248 -2.1408 0.4 -0.7 -0.4
H -6.0667 -2.0525 -2.4480 -0.3 0.5 -0.2
H -5.2860 0.3635 -2.3300 0.0 0.7 -0.3
H -6.0429 -0.0417 -3.9550 -0.3 0.6 0.4
H -4.6728 2.3432 -4.0376 -0.5 -0.2 0.1
H -3.5676 2.0522 -5.3074 0.0 -0.2 0.0
H -5.1579 1.3913 -5.5445 -0.4 0.1 0.3
H -2.9638 1.3466 -2.4592 -0.6 -0.2 0.0
H -2.3951 -0.3014 -2.6695 0.0 -0.1 -0.1
H -1.9153 1.0269 -3.7289 0.0 -0.4 -0.4
H -4.5246 -2.5639 -6.8057 0.3 0.3 -0.2
H -3.9027 -3.9659 -6.0958 0.4 0.0 0.5
H -2.7627 -2.8424 -6.8358 0.1 0.2 0.2
H -2.7667 -0.1264 -6.7460 0.3 0.1 0.0
C -0.4879 4.5402 0.2618 -0.1 0.4 0.6
C 0.3444 3.2387 0.2128 -0.9 0.6 0.2
C 1.7788 3.6788 -0.0721 0.4 0.5 -0.5
C 2.8258 2.6590 0.2983 -0.6 -1.1 -0.9
C 2.7164 2.1855 1.7468 -1.2 2.8 -0.8
C 1.2798 1.6884 2.0244 0.6 -1.8 0.8
N 0.2499 2.6065 1.5567 1.0 1.4 -0.1
O -1.0518 2.1410 1.8966 0.7 -0.3 -1.1
C 1.2087 0.2443 1.4719 -1.0 1.2 0.7
C 1.1195 1.6193 3.5585 -0.2 -0.7 0.2
C -0.2842 2.3692 -0.8939 0.3 0.7 0.0
H -0.5787 5.0999 -0.6699 0.2 -0.5 -0.3
H -0.0219 5.2658 0.9271 0.1 -0.2 0.2
H -1.4877 4.3577 0.6559 -0.1 -0.1 -0.2
H 1.7890 3.8401 -1.1563 0.2 -0.1 0.0
H 2.0262 4.6680 0.3242 -0.3 -0.1 0.5
H 3.8352 2.9493 0.0078 0.0 0.2 0.2
H 2.5343 1.8490 -0.3897 0.6 -0.5 0.2
H 2.7117 3.1160 2.3328 0.8 -0.1 0.2
H 3.5893 1.5840 1.9748 -0.5 -0.6 0.6
H 1.3866 0.1987 0.4036 0.2 -0.2 0.1
H 1.9567 -0.2447 2.0912 -0.1 -0.7 -0.5
H 0.1907 -0.0783 1.7167 0.2 -0.8 -0.1
H 1.4088 2.5765 3.9909 0.3 -0.2 0.2
H 0.1357 1.3670 3.9642 -0.4 0.3 -0.7
H 1.6689 0.7548 3.9468 0.7 0.5 0.1
H -0.4402 3.0091 -1.7655 0.0 -0.1 0.0
H -1.2847 2.1149 -0.5417 0.0 -0.5 -0.3
H 0.3180 1.5320 -1.2455 -0.2 -0.3 0.3
H -1.1573 1.3849 1.2942 -0.6 -0.1 0.4
C 5.1442 -1.1966 -1.9461 0.6 1.1 1.0
C 4.6698 -2.5484 -2.5809 0.2 1.4 0.6
C 4.8009 -3.6293 -1.5046 0.5 0.1 0.5
C 3.6867 -3.4930 -0.4846 0.2 -0.6 -0.6
C 2.3142 -3.5962 -1.1589 0.3 0.5 1.6
C 2.0617 -2.6314 -2.3152 -0.9 -0.1 0.0
N 3.2860 -2.4865 -3.0554 0.6 -0.9 -1.6
O 3.1551 -1.5341 -4.1016 0.2 0.1 0.7
C 0.9980 -3.3187 -3.1929 -0.5 0.1 -1.0
C 1.5647 -1.2795 -1.7852 0.0 0.0 1.0
C 5.5844 -2.7960 -3.7741 -0.3 -0.8 -0.7
H 5.4408 -0.3596 -2.5910 -0.4 -0.5 -0.7
H 6.0731 -1.2838 -1.3679 0.0 -0.6 -0.1
H 4.5019 -0.6861 -1.2177 -0.4 -0.6 -0.1
H 4.8882 -4.6541 -1.8735 -0.4 0.1 -0.5
H 5.7531 -3.4666 -0.9896 0.0 0.1 -0.1
H 3.8317 -2.5598 0.0644 -0.3 0.1 0.0
H 3.7508 -4.3086 0.2395 0.1 0.1 0.1
H 1.6642 -3.3567 -0.3103 -0.6 -0.1 -0.5
H 2.0944 -4.6222 -1.4479 0.2 -0.1 -0.1
H -0.0156 -3.3877 -2.7857 0.3 0.1 0.7
H 0.7857 -2.8258 -4.1467 0.5 0.3 0.1
H 1.3030 -4.3317 -3.4607 0.2 0.0 0.1
H 2.4393 -0.7658 -1.3751 -0.2 0.2 0.0
H 1.0144 -0.5997 -2.4345 0.2 -0.3 -0.5
H 0.9075 -1.4541 -0.9283 -0.1 0.0 -0.1
H 5.7385 -1.9228 -4.4050 -0.2 0.1 0.1
H 5.0686 -3.5448 -4.3816 0.3 0.0 -0.1
H 6.5718 -3.1837 -3.5236 -0.1 0.0 0.4
H 3.4298 -0.6998 -3.6810 -0.2 0.1 -0.3
C -3.2822 -0.5281 0.2434 0.1 -0.8 -0.1
C -3.9915 -1.1687 1.4602 -0.8 1.1 -0.2
C -4.9963 -2.2789 1.0592 1.2 -0.7 -0.6
C -4.2747 -3.6402 0.9008 -0.8 0.3 0.7
C -3.5860 -3.9961 2.2042 -0.3 0.2 -0.4
C -2.5053 -2.9667 2.5498 0.8 -1.4 0.6
N -3.0689 -1.6475 2.4670 -1.1 -0.2 0.9
O -2.1849 -0.6333 2.8770 0.4 0.0 -0.3
C -2.1315 -3.3117 4.0243 0.7 1.3 -0.8
C -1.2272 -3.2175 1.6631 -0.9 -0.4 0.5
C -4.8554 -0.0427 2.0713 -0.8 0.8 0.2
H -2.7136 0.3641 0.5005 -0.2 0.1 0.2
H -4.0045 -0.2695 -0.5296 0.0 0.1 0.0
H -2.5628 -1.2347 -0.1796 -0.1 0.0 -0.2
H -5.8125 -2.2790 1.7780 0.0 -0.3 0.0
H -5.3773 -2.1228 0.0481 -0.3 0.7 0.2
H -3.6088 -3.4993 0.0472 0.3 -0.4 0.1
H -5.0059 -4.4204 0.6794 0.0 0.1 -0.3
H -3.1957 -5.0158 2.2282 0.5 0.2 -0.3
H -4.3428 -4.0401 2.9946 -0.1 0.4 0.0
H -1.2740 -2.6854 4.2870 -0.1 0.0 0.3
H -2.9508 -3.0575 4.6921 -0.1 -0.3 0.1
H -1.7946 -4.3445 4.0836 -0.3 -0.1 0.1
H -1.2243 -2.5844 0.7799 0.3 0.1 0.0
H -0.3337 -3.1289 2.2772 0.1 0.5 -0.3
H -1.2532 -4.2626 1.3466 0.1 0.0 -0.2
H -5.5498 -0.2763 2.8874 0.4 -0.8 0.1
H -5.5587 0.3439 1.3250 0.3 0.0 -0.3
H -4.3204 0.8314 2.4550 0.4 -0.1 -0.3
H -2.6847 -0.1491 3.5451 0.2 -0.1 0.1